Below is a molecular structure, C12H24AsF6O12Rb, with properties calculated with the ωB97M-V functional and the def2-TZVPD basis.

Geometry as XYZ:
```
56
Properties=species:S:1:pos:R:3
Rb -14.737 9.437 0.481
As -12.815 5.601 1.075
F -11.994 6.977 1.750
F -13.952 5.698 2.372
F -11.703 5.597 -0.241
F -13.716 4.315 0.380
F -11.837 4.521 1.967
F -13.810 6.742 0.179
O -14.409 11.722 -1.204
O -14.622 9.167 4.918
O -13.611 15.946 1.621
O -15.635 15.696 2.583
O -15.288 11.270 5.067
O -14.631 14.066 1.391
O -17.368 10.651 1.404
O -18.736 10.935 -0.375
O -14.820 13.087 -2.935
O -14.841 10.435 3.070
O -19.465 11.445 1.581
O -14.515 10.901 -3.242
C -19.362 11.460 2.993
C -13.591 17.328 1.914
C -14.565 11.893 -2.386
C -15.752 13.219 1.607
C -14.425 7.985 4.110
C -14.717 15.278 1.936
C -15.145 11.135 6.478
C -18.424 10.961 0.921
C -14.919 10.297 4.263
C -17.767 10.458 -1.282
C -14.489 11.088 -4.661
C -14.853 14.191 -2.047
H -15.827 14.282 -1.565
H -13.454 11.112 -4.993
H -14.122 10.860 6.728
H -15.481 12.216 1.310
H -14.052 17.897 1.108
H -12.551 17.615 2.042
H -18.265 10.124 -2.191
H -14.671 15.097 -2.621
H -20.019 12.238 3.365
H -17.136 11.275 -1.646
H -14.471 7.162 4.814
H -17.107 9.657 -0.951
H -15.391 12.097 6.917
H -15.838 10.396 6.881
H -14.989 12.002 -4.960
H -13.460 7.986 3.609
H -16.031 13.219 2.660
H -19.633 10.500 3.439
H -16.616 13.548 1.021
H -15.232 7.888 3.387
H -14.085 14.137 -1.276
H -18.346 11.654 3.346
H -14.113 17.545 2.848
H -15.013 10.248 -5.106
```

Summary:
- relative energy (zero: lowest compared OMol25 entry of this formula, charge and spin) (kcal per mole) = 0.0
- spin multiplicity = 1
- HOMO (eV) = -11.3
- max |F| (eV Å⁻¹) = 1.6
- orbital gap (eV) = 11.10
- electronic energy (hartree) = -4233.791369
- molar mass (g/mol) = 634.7

Atom charges from the Löwdin analysis, given in e for atoms 1 to 4: 1.0241 0.6671 -0.2683 -0.2502



Below is 2 unconnected molecules or ions with the total composition H4I2OSi2, with properties calculated with the ωB97M-V functional and the def2-TZVPD basis.

Geometry as XYZ:
```
9
Properties=species:S:1:pos:R:3
I -1.144 2.371 0.802
I 0.535 -0.569 2.808
Si -0.835 -1.466 -1.149
Si 1.070 1.333 1.329
O 0.389 -0.615 -1.432
H -1.288 -2.198 0.095
H -2.048 -1.542 -2.053
H 1.765 1.099 0.022
H 1.655 2.621 1.790
```

Summary:
- relative energy (zero: lowest compared OMol25 entry of this formula, charge and spin) (kcal per mole) = 60.6
- spin multiplicity = 1
- HOMO (eV) = -9.5
- max |F| (eV Å⁻¹) = 1.6
- SMILES = I[SiH2]I.O=[SiH2]
- orbital gap (eV) = 8.94
- electronic energy (hartree) = -1252.027536
- molar mass (g/mol) = 330.0

Atom charges from the Löwdin analysis, given in e for atoms 1 to 4: 0.2505 0.3243 0.5726 -0.2913